Record 1
Below is 3 unconnected molecules or ions with the total composition CH10NO2, with properties calculated with ωB97M-V/def2-TZVPD.

Last column: Löwdin charge in e.
CARTESIAN COORDINATES (ANGSTROEM)
1 C 0.5727 -0.0031 1.4581  -0.03
2 N 0.3609 0.3345 0.0237  0.10
3 H 0.2113 0.5652 2.2844  0.09
4 H 0.3988 -1.0139 1.6521  0.08
5 H 1.6894 0.0760 1.5880  0.12
6 H 0.9574 -0.2114 -0.5246  0.06
7 H 0.8495 1.3114 -0.0025  0.21
8 H -0.5721 0.4085 -0.4118  0.10
9 H -2.7296 1.0356 -0.5814  0.14
10 H -2.3400 1.7412 0.7771  0.08
11 O -2.0559 1.0027 0.2063  -0.08
12 H 0.3500 -1.5295 -2.7240  0.10
13 H 1.3734 -2.2862 -1.8172  0.07
14 O 0.9343 -1.4309 -1.9281  -0.06

As for the total charge: +1. As for the HOMO-LUMO gap: 12.85 eV. The value obtained for the energy above the lowest of the compared OMol25 structures with the same formula, charge and spin is 27.22 kcal per mole.

***

Record 2
Below is a single CH3IO2S molecule, with properties calculated with ωB97M-V/def2-TZVPD.

Last column: Löwdin charge in e.
CARTESIAN COORDINATES (ANGSTROEM)
1 C 1.0709 -0.3240 0.0066  -0.12
2 O 0.4799 0.7101 -0.6880  -0.22
3 O -0.4983 1.3665 0.1227  -0.61
4 S -2.0440 1.0706 -0.3243  0.29
5 I -2.7265 -0.8856 0.6713  0.43
6 H 1.1898 -1.0831 -0.8876  0.15
7 H 0.5355 -0.8147 0.7378  0.03
8 H 1.9928 -0.0398 0.3615  0.06

Its SMILES is COOSI. As for the HOMO-LUMO gap: 8.69 eV. The value obtained for the energy above the lowest of the compared OMol25 structures with the same formula, charge and spin is 67.63 kcal per mole.

***

Record 3
Below is a molecular structure, C25H29O8S2, with properties calculated with ωB97M-V/def2-TZVPD.

Last column: Löwdin charge in e.
CARTESIAN COORDINATES (ANGSTROEM)
1 C -2.6911 4.5886 -0.5995  -0.12
2 C -2.3019 3.2402 0.0554  -0.26
3 C -1.4191 2.4321 -0.8666  -0.19
4 C -0.9611 1.0037 -0.4293  -0.14
5 C -0.1397 0.9253 0.8174  -0.11
6 C -0.8907 0.5182 2.1116  -0.47
7 O -0.3845 0.4257 3.2091  0.10
8 O -2.1195 0.0478 1.8082  -0.03
9 C -2.7660 -0.6203 2.9119  -0.22
10 C -3.9703 -1.3586 2.3908  -0.07
11 C 0.6417 2.1549 1.2367  -0.40
12 O 0.4657 2.7562 2.2981  0.07
13 O 1.5362 2.6469 0.3160  -0.04
14 C 2.0639 3.9134 0.8000  -0.23
15 C 2.6852 4.6286 -0.3667  -0.08
16 H -3.4273 5.1302 0.0121  0.06
17 H -1.8010 5.2326 -0.7002  0.07
18 H -3.1169 4.4480 -1.6032  0.06
19 H -1.7667 3.4702 0.9899  0.11
20 H -3.2011 2.6772 0.3448  0.11
21 H -1.8949 2.3254 -1.8533  0.11
22 H -0.4934 3.0003 -1.0326  0.10
23 H -1.7965 0.3012 -0.2996  0.11
24 H -0.3849 0.5847 -1.2697  0.10
25 H -2.0435 -1.3073 3.3845  0.13
26 H -3.0419 0.1594 3.6403  0.13
27 H -4.4519 -1.9100 3.2048  0.07
28 H -4.7072 -0.6626 1.9760  0.08
29 H -3.6965 -2.0712 1.6121  0.05
30 H 1.2305 4.4972 1.1962  0.12
31 H 2.7831 3.7289 1.6056  0.13
32 H 3.2355 5.5269 -0.0577  0.07
33 H 3.3861 3.9894 -0.9254  0.08
34 H 1.8943 4.9803 -1.0544  0.08
35 C -0.0681 -5.3083 -4.0294  -0.08
36 C 0.6414 -4.1792 -3.6396  -0.05
37 C 0.1952 -3.4545 -2.5311  -0.23
38 C -0.8640 -3.9019 -1.7442  -0.24
39 C -1.5518 -5.0587 -2.1187  -0.04
40 C -1.1605 -5.7547 -3.2803  -0.07
41 S -1.2028 -2.9240 -0.2726  0.70
42 O -2.4135 -2.1655 -0.4852  -0.31
43 O -1.0441 -3.7236 0.9313  -0.31
44 C 0.1671 -1.8428 -0.4816  -0.40
45 C 0.4894 -0.9373 0.5141  -0.19
46 C 1.8858 -0.5619 0.7592  -0.22
47 C 2.6118 0.2678 -0.1032  -0.05
48 C 3.9696 0.4973 0.1549  -0.08
49 C 4.6116 -0.1275 1.2248  -0.11
50 C 3.8916 -0.9856 2.0675  -0.08
51 C 2.5252 -1.1891 1.8381  -0.01
52 S 1.1584 -2.0753 -1.8859  0.69
53 O 2.4664 -2.5919 -1.5894  -0.29
54 O 0.9944 -0.8994 -2.7286  -0.32
55 H 0.2363 -5.8413 -4.9283  0.10
56 H 1.5409 -3.8446 -4.1587  0.12
57 H -2.3806 -5.3963 -1.4946  0.12
58 H -1.7176 -6.6376 -3.5823  0.10
59 H -0.0084 -1.2870 1.4530  0.13
60 H 2.1091 0.7328 -0.9566  0.12
61 H 4.5064 1.1519 -0.5357  0.10
62 H 5.6746 0.0147 1.3872  0.09
63 H 4.3633 -1.5277 2.8867  0.09
64 H 1.9180 -1.8523 2.4658  0.13

As for the total charge: -1. As for the HOMO-LUMO gap: 6.86 eV.

***

Record 4
Below is a molecular structure, C28H22IIrN5O2SbSe4, with properties calculated with ωB97M-V/def2-TZVPD.

Last column: Löwdin charge in e.
CARTESIAN COORDINATES (ANGSTROEM)
1 Ir -0.4884 0.8183 -0.3631  0.64
2 C 3.6256 1.5789 -2.3876  -0.02
3 C 3.1302 0.1754 -2.4930  -0.25
4 N 3.8127 -0.7044 -3.1610  0.11
5 C 3.2844 -1.9649 -3.3160  -0.11
6 C 2.0745 -2.3393 -2.8349  -0.18
7 C 1.5918 -3.7269 -3.1595  -0.21
8 O 1.4112 -4.5595 -1.9991  -0.08
9 C 1.3011 -1.4018 -2.0716  -0.06
10 C -0.0223 -1.8175 -1.6662  -0.07
11 N -0.9603 -1.0992 -1.1620  -0.10
12 C -2.2807 -1.6740 -1.0683  -0.28
13 C -2.6412 -2.8653 -1.7036  -0.02
14 C -3.9174 -3.3943 -1.5965  -0.08
15 C -4.8976 -2.7312 -0.8691  -0.10
16 C -4.5782 -1.5236 -0.2778  -0.15
17 C -3.2909 -1.0125 -0.3919  -0.57
18 I -2.9178 0.8676 0.4040  1.24
19 C 1.8554 -0.1363 -1.8528  -0.29
20 O 1.3842 0.7916 -1.0993  -0.28
21 H 4.5423 1.6781 -2.9630  0.08
22 H 3.8047 1.8554 -1.3448  0.08
23 H 2.8647 2.2691 -2.7668  0.05
24 H 3.8763 -2.6625 -3.8985  0.10
25 H 2.3056 -4.1889 -3.8410  0.11
26 H 0.6257 -3.7098 -3.6641  0.12
27 H 2.1851 -4.4271 -1.4416  0.09
28 H -0.2258 -2.8683 -1.8575  0.09
29 H -1.9307 -3.3834 -2.3339  0.10
30 H -4.1499 -4.3165 -2.1140  0.10
31 H -5.9018 -3.1282 -0.7949  0.10
32 H -5.3320 -0.9574 0.2558  0.09
33 N 2.6269 -2.8621 5.5857  0.14
34 C 2.1393 -2.3114 4.7049  -0.16
35 C 1.5132 -1.6011 3.5689  -0.22
36 C 0.1430 -1.5671 3.4387  0.00
37 C -0.4037 -0.8942 2.3434  -0.11
38 N 0.3465 -0.2828 1.4323  -0.03
39 C 1.6693 -0.3116 1.5702  -0.09
40 C 2.2974 -0.9705 2.6286  0.01
41 H -0.5014 -2.0463 4.1633  0.12
42 H -1.4763 -0.8383 2.2058  0.06
43 H 2.2319 0.2158 0.8108  0.11
44 H 3.3764 -0.9771 2.7040  0.12
45 Se 1.2503 4.1174 -4.7997  -0.35
46 Sb -1.1110 4.0532 -4.1126  -0.37
47 Se -1.2639 1.7982 -2.4862  -0.06
48 Se -2.6917 3.1257 -5.6927  -0.33
49 Se -1.8718 5.9236 -2.7173  -0.39
50 C 0.0619 2.7206 0.3260  -0.31
51 C -0.2654 2.9157 1.7611  -0.31
52 C -1.5277 3.3887 2.1602  -0.10
53 C -1.8851 3.4874 3.4923  -0.04
54 C -0.9795 3.1277 4.4910  -0.26
55 C 0.2927 2.6989 4.1258  -0.05
56 C 0.6404 2.6092 2.7873  -0.05
57 C -1.3524 3.2139 5.9013  -0.20
58 N -1.6454 3.2758 7.0132  0.11
59 H 1.1341 2.8025 0.1479  0.06
60 H -0.4483 3.4549 -0.2955  0.02
61 H -2.2281 3.6979 1.3891  0.10
62 H -2.8660 3.8522 3.7708  0.11
63 H 1.0101 2.4462 4.8983  0.11
64 H 1.6439 2.2955 2.5167  0.11

As for the total charge: -2. As for the HOMO-LUMO gap: 3.94 eV. The value obtained for the energy above the lowest of the compared OMol25 structures with the same formula, charge and spin is 38.69 kcal per mole.

***

Record 5
Below is a molecular structure, C23H30MoN6O, with properties calculated with ωB97M-V/def2-TZVPD.

Last column: Löwdin charge in e.
CARTESIAN COORDINATES (ANGSTROEM)
1 Mo 0.1376 0.1925 -0.0021  1.83
2 C 1.8417 2.5658 1.0029  -0.03
3 N 1.3228 1.2405 1.5410  -0.24
4 C 2.4669 0.3423 1.9163  -0.07
5 C 3.0217 -0.2788 0.6628  -0.23
6 C 4.3054 -0.7590 0.5522  0.05
7 C 4.6902 -1.3911 -0.6267  0.06
8 C 3.7818 -1.4940 -1.6762  0.02
9 C 2.5244 -0.9643 -1.5156  -0.07
10 N 2.1328 -0.3887 -0.3533  -0.08
11 C 0.4103 1.4792 2.7101  -0.07
12 C -0.9221 1.9434 2.1857  -0.24
13 C -1.8077 2.7058 2.9099  0.05
14 C -3.0487 3.0072 2.3553  0.06
15 C -3.3554 2.5541 1.0757  0.02
16 C -2.4150 1.8236 0.3898  -0.07
17 N -1.2210 1.4976 0.9413  -0.08
18 C 1.4668 2.8392 -0.4369  -0.22
19 C 1.8728 3.9835 -1.0956  0.05
20 C 1.4915 4.1819 -2.4142  0.05
21 C 0.7043 3.2228 -3.0525  0.02
22 C 0.3330 2.1075 -2.3474  -0.08
23 N 0.7109 1.9242 -1.0602  -0.08
24 H 2.9265 2.5787 1.1038  0.16
25 H 1.4550 3.3669 1.6323  0.16
26 H 2.1009 -0.4348 2.5903  0.15
27 H 3.2307 0.8976 2.4606  0.16
28 H 5.0003 -0.6468 1.3759  0.15
29 H 5.6937 -1.7863 -0.7299  0.15
30 H 4.0557 -1.9583 -2.6142  0.14
31 H 1.8065 -0.9779 -2.3255  0.12
32 H 0.8461 2.2019 3.4001  0.16
33 H 0.2922 0.5450 3.2630  0.14
34 H -1.5387 3.0593 3.8981  0.15
35 H -3.7637 3.6010 2.9123  0.15
36 H -4.3038 2.7855 0.6094  0.14
37 H -2.5961 1.4924 -0.6241  0.12
38 H 2.4832 4.7132 -0.5766  0.15
39 H 1.8039 5.0750 -2.9422  0.15
40 H 0.3880 3.3445 -4.0800  0.14
41 H -0.2795 1.3345 -2.8032  0.12
42 C -3.4812 -3.4787 -1.6301  0.04
43 N -2.2840 -2.6042 -1.5624  -0.07
44 C -1.9855 -1.8624 -2.8024  0.02
45 C -1.5989 -2.4332 -0.4683  -0.33
46 O -0.8525 -1.2616 -0.3856  -0.25
47 N -1.5277 -3.2280 0.5651  -0.08
48 C -1.7738 -4.6892 0.4778  0.04
49 C -1.0681 -2.7503 1.8791  0.02
50 H -4.2551 -2.9255 -2.1594  0.12
51 H -3.8420 -3.7194 -0.6351  0.10
52 H -3.2610 -4.3879 -2.1863  0.12
53 H -2.2382 -2.5002 -3.6461  0.12
54 H -0.9285 -1.6269 -2.8740  0.08
55 H -2.5958 -0.9610 -2.8658  0.11
56 H -1.7540 -5.0214 -0.5554  0.11
57 H -2.7221 -4.9498 0.9436  0.12
58 H -0.9704 -5.1859 1.0192  0.12
59 H -1.3105 -1.6990 2.0210  0.08
60 H 0.0006 -2.9365 2.0024  0.11
61 H -1.5972 -3.3061 2.6503  0.13

As for the total charge: +4. As for the HOMO-LUMO gap: 6.61 eV. The value obtained for the energy above the lowest of the compared OMol25 structures with the same formula, charge and spin is 0.00 kcal per mole.

***

Asked for M across the records above, the calculation gives 68.096 206.004 521.633 1217.238 502.474 u in order.
Asked for LUMO across the records above, the calculation gives -3.3 -0.3 2.6 2.7 -14.7 eV in order.